ORCA calculation (ωB97M-V/def2-TZVPD) on the ion C4H10NO with charge +1.

XYZ file:
```
16
C4H10NO, DFT ωB97M-V/def2-TZVPD
C 0.1870 1.3948 -1.5448
C -0.0283 0.0517 -0.8664
N -1.2838 -0.0513 -0.0468
C 0.1214 -0.2404 0.5439
C 0.4013 -1.4217 1.2806
O 0.4000 1.1439 1.4179
H -0.4785 2.1368 -1.0914
H 0.2423 1.1835 -2.6786
H 1.2121 1.6545 -1.3447
H 0.1628 -0.8154 -1.5110
H -1.4133 0.9445 0.0653
H -2.1554 -0.6916 0.0727
H -0.1902 -1.5012 2.1641
H 1.5516 -1.5727 1.5721
H 0.1736 -2.3041 0.6874
H 1.2647 1.4491 1.1299
```

Results
energy above the lowest of the compared OMol25 structures with the same formula, charge and spin = 65.6 kcal per mole
strongest force on any atom = 6.24 eV/Å
multiplicity = 1
charge = +1
structure (SMILES) = C[C@@H]1[NH2+][C@]1(C)O

---

ORCA calculation (ωB97M-V/def2-TZVPD) on a cluster of 2 separate species, C4H10NO in total.

XYZ file:
```
16
C4H10NO, DFT ωB97M-V/def2-TZVPD
C -1.2476 -1.6628 2.7814
C 0.9447 0.7257 -0.8736
C 2.0517 0.3758 0.0058
C -1.3205 0.5352 -1.6643
N -0.2148 0.1990 -0.8180
O -0.8437 -1.2374 1.7314
H -0.6765 -1.5670 3.7129
H -2.2137 -2.1734 2.8712
H 1.1228 1.4843 -1.6327
H 2.9415 0.1911 -0.5959
H 1.8337 -0.4808 0.6373
H 2.3022 1.2339 0.6342
H -2.0419 1.1286 -1.0965
H -0.9900 1.1097 -2.5261
H -1.8217 -0.3723 -1.9994
H -0.4237 -0.4882 -0.0761
```

Results
energy above the lowest of the compared OMol25 structures with the same formula, charge and spin = 19.6 kcal per mole
strongest force on any atom = 1.22 eV/Å
multiplicity = 1
charge = +1

---

ORCA calculation (ωB97M-V/def2-TZVPD) on a cluster of 2 separate species, C4H10NO2 in total.

XYZ file:
```
17
C4H10NO2, DFT ωB97M-V/def2-TZVPD
C 1.1179 -1.0587 1.8491
N 0.2809 0.0622 1.5812
C -0.2660 -0.0593 0.4153
C 0.7549 -0.0647 -1.0029
O 1.3498 -1.1311 -1.2926
C -1.3756 0.9817 0.0889
O -1.9937 0.8358 -1.0786
H 0.8948 -1.9693 1.2876
H 2.1936 -0.8676 1.6590
H 1.2225 -1.2838 2.9233
H -0.7702 -1.0270 0.2045
H 0.4439 2.3100 -2.8680
H 0.0273 0.2450 -1.7703
H 1.4033 0.7945 -0.7135
H 0.0066 1.7418 -2.6619
H -2.0850 0.9627 0.9510
H -0.8816 1.9856 0.2501
```

Results
energy above the lowest of the compared OMol25 structures with the same formula, charge and spin = 165.2 kcal per mole
strongest force on any atom = 4.88 eV/Å
multiplicity = 1
charge = -1

---

ORCA calculation (ωB97M-V/def2-TZVPD) on the ion C4H10NO2 with charge -1.

XYZ file:
```
17
C4H10NO2, DFT ωB97M-V/def2-TZVPD
C -0.7082 -0.1001 -1.7662
C 0.1772 -0.3130 -0.5405
C -0.6032 -0.8334 0.6646
O -1.1713 -2.1321 0.3634
N 0.9185 0.9185 -0.2974
C 1.2108 1.3644 1.1239
O 0.1619 1.5490 1.9305
H -1.5880 0.4553 -1.4292
H -0.1013 0.5063 -2.4408
H -1.0917 -0.9973 -2.2511
H 0.9378 -1.0824 -0.7724
H -1.2807 -0.0209 0.9563
H 0.0483 -1.0392 1.5092
H -0.9789 -2.7017 1.1166
H 0.4172 1.6943 -0.7167
H 1.8546 2.2549 1.0436
H 1.7968 0.4773 1.5064
```

Results
energy above the lowest of the compared OMol25 structures with the same formula, charge and spin = 70.7 kcal per mole
strongest force on any atom = 2.13 eV/Å
multiplicity = 1
charge = -1
structure (SMILES) = C[C@H](CO)NC[O-]

---

ORCA calculation (ωB97M-V/def2-TZVPD) on a cluster of 3 separate species, C4H10NO2 in total.

XYZ file:
```
17
C4H10NO2, DFT ωB97M-V/def2-TZVPD
C 0.2755 0.4035 0.9801
O 2.1512 0.8198 -1.6324
C -0.6397 1.2926 0.1979
C -0.8309 -0.3251 0.2052
C -0.3321 -2.3624 0.6540
O -1.2882 -3.1128 0.4602
N -0.1914 1.8231 -1.0164
H 1.2826 0.4100 0.5873
H 0.2069 0.1919 2.0453
H -1.2841 1.8441 0.8863
H -1.7872 -0.4727 0.6741
H -0.6913 -0.5908 -0.8275
H 0.5132 -2.5493 -0.0259
H -0.0840 -2.0505 1.6762
H 1.8210 0.5507 -2.5020
H -0.4179 2.8086 -1.0779
H 1.2963 1.3193 -1.2844
```

Results
energy above the lowest of the compared OMol25 structures with the same formula, charge and spin = 118.1 kcal per mole
strongest force on any atom = 2.61 eV/Å
multiplicity = 1
charge = -1

---

ORCA calculation (ωB97M-V/def2-TZVPD) on the ion C4H10NO2 with charge -1.

XYZ file:
```
17
C4H10NO2, DFT ωB97M-V/def2-TZVPD
C -0.7994 1.1184 -1.4261
N 0.1514 0.0550 -1.3067
C 0.3524 -0.5461 0.0419
C -1.0792 -0.8539 0.6916
O -1.6962 -1.6289 -0.2388
C 1.3592 0.3988 0.7007
O 2.3293 -0.3414 1.4739
H -0.5585 2.0013 -0.8029
H -0.6961 1.5052 -2.4860
H -1.8084 0.6778 -1.2336
H -0.3698 -0.7581 -1.7248
H 0.6915 -1.5332 -0.0412
H -0.9001 -1.4228 1.5611
H -1.5069 0.0833 0.9615
H 1.9195 0.8604 -0.0210
H 0.7202 0.9455 1.3755
H 1.8911 -0.5613 2.4748
```

Results
energy above the lowest of the compared OMol25 structures with the same formula, charge and spin = 101.6 kcal per mole
strongest force on any atom = 5.03 eV/Å
multiplicity = 1
charge = -1
structure (SMILES) = CN[C@H](C[O-])CO

---

What did the fifth record say?
ORCA calculation (ωB97M-V/def2-TZVPD) on a cluster of 3 separate species, C4H10NO2 in total.

XYZ file:
```
17
C4H10NO2, DFT ωB97M-V/def2-TZVPD
C 0.2755 0.4035 0.9801
O 2.1512 0.8198 -1.6324
C -0.6397 1.2926 0.1979
C -0.8309 -0.3251 0.2052
C -0.3321 -2.3624 0.6540
O -1.2882 -3.1128 0.4602
N -0.1914 1.8231 -1.0164
H 1.2826 0.4100 0.5873
H 0.2069 0.1919 2.0453
H -1.2841 1.8441 0.8863
H -1.7872 -0.4727 0.6741
H -0.6913 -0.5908 -0.8275
H 0.5132 -2.5493 -0.0259
H -0.0840 -2.0505 1.6762
H 1.8210 0.5507 -2.5020
H -0.4179 2.8086 -1.0779
H 1.2963 1.3193 -1.2844
```

Results
energy above the lowest of the compared OMol25 structures with the same formula, charge and spin = 118.1 kcal per mole
strongest force on any atom = 2.61 eV/Å
multiplicity = 1
charge = -1